{"formula": "C60H50BaO3P2S2", "method": "ωB97M-V/def2-TZVPD", "fmax_ev_per_a": 11.6, "total_charge": -2, "homo_lumo_gap_ev": 3.3, "species": ["Ba", "O", "S", "C", "C", "C", "C", "C", "C", "C", "C", "C", "C", "P", "C", "C", "C", "C", "C", "C", "C", "C", "C", "C", "C", "C", "C", "C", "C", "C", "C", "C", "C", "C", "C", "C", "C", "C", "P", "C", "C", "C", "C", "C", "C", "C", "C", "C", "C", "C", "C", "C", "C", "H", "H", "H", "H", "H", "H", "H", "H", "H", "H", "H", "H", "H", "H", "H", "H", "H", "H", "H", "H", "H", "H", "H", "H", "H", "H", "H", "H", "H", "H", "H", "H", "H", "H", "H", "H", "O", "C", "S", "C", "H", "H", "C", "C", "C", "C", "C", "C", "C", "O", "C", "C", "C", "H", "H", "H", "H", "H", "H", "H", "H", "H", "H", "H", "H"], "coordinates": [[-4.7369, -1.5625, -2.9370], [-2.4851, -1.0791, -3.8302], [-1.7501, -0.8238, -2.5246], [4.1138, -2.5539, 2.1102], [5.3749, -3.5023, 1.7638], [6.3923, -2.9446, 1.0423], [6.4904, -1.7418, 0.5499], [7.5319, -0.7874, 0.0833], [6.7889, 0.3461, -0.7292], [5.6326, 0.4809, 0.3387], [4.7419, 1.3609, 0.8812], [3.6452, 1.0309, 1.6883], [3.4479, -0.1925, 2.1576], [2.0513, -0.7164, 3.0831], [2.4478, -1.1110, 4.7814], [1.7039, -1.9752, 5.3262], [2.1751, -2.5817, 6.7086], [3.3502, -1.9958, 7.2258], [4.0649, -1.1893, 6.4735], [3.7040, -0.5774, 5.3203], [0.8806, 0.5498, 2.7980], [0.4274, 0.7728, 1.5443], [-0.3023, 1.9948, 1.2202], [-0.4516, 3.0024, 2.1029], [0.0897, 2.7866, 3.4627], [0.7514, 1.5711, 3.7595], [4.1694, -1.2499, 1.5665], [5.3160, -0.8392, 0.7346], [-0.5417, 0.5344, -2.7071], [0.7098, 0.0729, -2.1710], [1.7655, 0.8957, -1.8432], [1.5448, 2.2310, -2.0395], [2.5310, 3.3527, -1.9630], [1.9163, 4.5128, -2.7603], [0.5744, 3.9740, -3.1480], [-0.3793, 4.6110, -3.9219], [-1.6157, 3.8723, -4.1509], [-1.8979, 2.6784, -3.5461], [-3.6171, 1.8750, -3.4546], [-4.7761, 2.8393, -4.6506], [-5.1211, 2.3206, -5.8778], [-6.1541, 2.8901, -6.7048], [-6.8396, 3.9651, -6.2216], [-6.5398, 4.4625, -4.9461], [-5.5372, 3.9361, -4.2380], [-4.2028, 2.5567, -1.7649], [-5.4479, 2.3311, -1.3116], [-6.0663, 2.9229, -0.1436], [-5.7590, 4.2323, 0.1227], [-4.8840, 5.1156, -0.4085], [-3.7778, 4.5930, -1.0645], [-0.7033, 1.9015, -2.9531], [0.3711, 2.6648, -2.6746], [5.7288, -4.2893, 2.2512], [7.3968, -3.1598, 0.7320], [8.0608, -1.5189, -0.4851], [8.5208, -0.8051, 0.5085], [6.3634, 0.2206, -1.6888], [7.6278, 1.2047, -0.7882], [4.5855, 2.2171, 0.3506], [2.9718, 1.7064, 2.0202], [0.5496, -2.4010, 5.0063], [1.3532, -3.1963, 7.2322], [3.4215, -2.6369, 8.3515], [5.0842, -0.7383, 6.7835], [4.3118, 0.2309, 4.6629], [0.4253, 0.1661, 0.5543], [-0.5433, 2.1460, 0.2532], [-0.9956, 3.7681, 1.8683], [0.0582, 3.4721, 4.1091], [1.2108, 1.4853, 4.7086], [1.0705, -0.9473, -1.8786], [2.5653, 0.4008, -1.3577], [3.5983, 2.9515, -2.3042], [2.6891, 3.5712, -0.9782], [2.5194, 4.7268, -3.8324], [1.6925, 5.4953, -2.2138], [-0.2295, 5.5541, -4.4343], [-2.6134, 4.2322, -4.4703], [-4.5390, 1.5090, -6.3279], [-6.2484, 2.4831, -7.6764], [-7.4762, 4.5710, -6.8305], [-7.0253, 5.4056, -4.5705], [-5.2321, 4.4577, -3.3466], [-6.1178, 1.6475, -1.8685], [-6.8351, 2.4124, 0.3302], [-6.5989, 4.5575, 0.8846], [-5.2431, 6.2538, -0.2245], [-3.1628, 5.4680, -1.6085], [2.2188, -3.8742, 3.0367], [2.9060, -3.1252, 2.5033], [-7.0495, -0.1870, -3.2863], [-3.2124, 3.2467, -0.9342], [-3.2095, 2.7294, 0.0869], [-2.3165, 3.1060, -1.4034], [1.2453, -7.2322, 2.6530], [0.3292, -6.5962, 1.7155], [-0.9403, -6.8821, 1.5667], [-2.0601, -6.1207, 1.0321], [-3.4563, -6.6570, 0.8850], [-1.7397, -4.8656, 0.4764], [-2.6681, -3.8552, -0.1079], [-3.8980, -4.1714, -0.7282], [-0.3078, -4.5185, 0.4094], [0.3562, -3.2318, 0.0970], [0.6547, -5.3465, 1.1173], [1.7523, -8.1851, 2.4728], [0.7850, -7.3470, 3.4926], [2.0465, -6.4741, 2.9841], [-1.2711, -7.7788, 2.0297], [-3.3824, -7.6396, 1.3834], [-4.0224, -6.7180, -0.0450], [-4.0815, -6.3394, 1.6826], [-2.2876, -2.8682, -0.5806], [1.4809, -3.2419, 0.7433], [-0.2987, -2.4106, 0.3674], [0.7698, -2.9501, -0.8450], [1.5949, -4.9017, 1.3139]]}



{"formula": "C60H54FGeN2O5P3PdSe", "method": "ωB97M-V/def2-TZVPD", "fmax_ev_per_a": 0.8, "total_charge": 0, "de_lowest_ev": 0.000, "homo_lumo_gap_ev": [7.0, 7.0], "species": ["Pd", "F", "Ge", "C", "C", "C", "C", "C", "C", "P", "C", "C", "C", "C", "C", "C", "C", "C", "C", "C", "C", "C", "C", "C", "C", "C", "C", "C", "P", "C", "C", "C", "C", "C", "C", "C", "C", "C", "C", "C", "C", "C", "C", "C", "C", "C", "C", "P", "C", "C", "C", "C", "C", "C", "C", "C", "C", "C", "C", "C", "H", "H", "H", "H", "H", "H", "H", "H", "H", "H", "H", "H", "H", "H", "H", "H", "H", "H", "H", "H", "H", "H", "H", "H", "H", "H", "H", "H", "H", "H", "H", "H", "H", "H", "H", "H", "H", "H", "H", "H", "H", "H", "C", "N", "C", "C", "C", "N", "C", "C", "O", "H", "H", "H", "H", "H", "H", "H", "H", "H", "H", "H", "H", "O", "Se", "O", "O", "O"], "coordinates": [[-0.0640, 0.1807, -0.1032], [-1.9236, 2.2389, -3.4566], [-1.1856, 1.5374, -1.9241], [0.0376, 3.0214, -1.6200], [0.0929, 3.9828, -2.6355], [0.7527, 5.1833, -2.4504], [1.3198, 5.4574, -1.2176], [1.2782, 4.5092, -0.2103], [0.6795, 3.2590, -0.4046], [0.8683, 2.0718, 1.1035], [-0.2452, 2.9424, 2.2354], [-1.3056, 3.7076, 1.7545], [-2.1368, 4.3830, 2.6363], [-1.8922, 4.3205, 4.0007], [-0.8328, 3.5634, 4.4842], [-0.0218, 2.8572, 3.6111], [2.6050, 2.5575, 1.4452], [3.6342, 1.8171, 0.8771], [4.9601, 2.1360, 1.1316], [5.2719, 3.1956, 1.9656], [4.2501, 3.9265, 2.5575], [2.9284, 3.6088, 2.3020], [-0.7451, -0.0984, -2.9721], [-1.6629, -0.5801, -3.9051], [-1.3717, -1.6913, -4.6830], [-0.1462, -2.3310, -4.5542], [0.7852, -1.8596, -3.6433], [0.4914, -0.7487, -2.8553], [1.7083, 0.0150, -1.7206], [2.5754, 1.2062, -2.8059], [2.6670, 0.9356, -4.1712], [3.3659, 1.7883, -5.0108], [3.9906, 2.9155, -4.4952], [3.9153, 3.1840, -3.1377], [3.2089, 2.3356, -2.2978], [2.9781, -1.2383, -1.3943], [4.3334, -0.9511, -1.5366], [5.2841, -1.9023, -1.1942], [4.8881, -3.1427, -0.7185], [3.5377, -3.4325, -0.5797], [2.5867, -2.4813, -0.9037], [-2.8471, 1.9431, -0.9191], [-3.6023, 3.0298, -1.3759], [-4.7876, 3.3792, -0.7521], [-5.2725, 2.6199, 0.3083], [-4.5408, 1.5412, 0.7658], [-3.3055, 1.2379, 0.1882], [-2.2792, -0.1410, 0.7537], [-2.3256, -0.1886, 2.5667], [-2.8684, 0.8298, 3.3469], [-2.8453, 0.7313, 4.7298], [-2.2621, -0.3646, 5.3467], [-1.6745, -1.3552, 4.5760], [-1.6989, -1.2623, 3.1955], [-3.3456, -1.5261, 0.1988], [-3.9165, -1.4122, -1.0698], [-4.8026, -2.3686, -1.5362], [-5.1216, -3.4648, -0.7467], [-4.5469, -3.5935, 0.5083], [-3.6666, -2.6291, 0.9824], [-0.4057, 3.7768, -3.5713], [0.8034, 5.9076, -3.2536], [1.8056, 6.4075, -1.0326], [1.7349, 4.7639, 0.7319], [-1.4861, 3.7846, 0.6910], [-2.9659, 4.9639, 2.2528], [-2.5297, 4.8610, 4.6896], [-0.6424, 3.5095, 5.5483], [0.7951, 2.2575, 3.9967], [3.4175, 0.9380, 0.2845], [5.7441, 1.5301, 0.6956], [6.3055, 3.4393, 2.1746], [4.4826, 4.7368, 3.2363], [2.1462, 4.1698, 2.7976], [-2.6028, -0.0596, -4.0396], [-2.0986, -2.0540, -5.3992], [0.0866, -3.1927, -5.1672], [1.7449, -2.3537, -3.5463], [2.1795, 0.0649, -4.5887], [3.4210, 1.5709, -6.0694], [4.5333, 3.5823, -5.1529], [4.3976, 4.0597, -2.7234], [3.1674, 2.5606, -1.2438], [4.6503, 0.0136, -1.9128], [6.3358, -1.6710, -1.3000], [5.6321, -3.8808, -0.4486], [3.2251, -4.3970, -0.1990], [1.5341, -2.6862, -0.7703], [-3.2605, 3.5871, -2.2368], [-5.3527, 4.2313, -1.1089], [-6.2190, 2.8689, 0.7708], [-4.9204, 0.9364, 1.5802], [-3.3045, 1.7051, 2.8882], [-3.2734, 1.5278, 5.3250], [-2.2321, -0.4284, 6.4268], [-1.1554, -2.1778, 5.0482], [-1.1886, -2.0075, 2.6003], [-3.6961, -0.5507, -1.6874], [-5.2473, -2.2538, -2.5167], [-5.8184, -4.2112, -1.1062], [-4.7991, -4.4384, 1.1371], [-3.2609, -2.7316, 1.9781], [0.8860, -3.5206, 2.1340], [0.1536, -4.3376, 1.1871], [0.2709, -5.7713, 1.3815], [-0.8461, -6.4991, 0.6697], [-0.8565, -6.0505, -0.7737], [-0.9507, -4.6050, -0.8471], [-1.4368, -4.0688, -2.0994], [-0.4362, -3.7665, 0.1011], [-0.5092, -2.5328, -0.0428], [0.4265, -3.5540, 3.1210], [0.9083, -2.4945, 1.7945], [1.9166, -3.8722, 2.2150], [0.2409, -5.9614, 2.4564], [1.2462, -6.1258, 1.0210], [-1.8036, -6.2564, 1.1367], [-0.6972, -7.5773, 0.7341], [-1.7142, -6.4656, -1.3075], [0.0475, -6.4044, -1.2883], [-2.4779, -4.3567, -2.2552], [-0.8365, -4.4536, -2.9289], [-1.3635, -2.9866, -2.0857], [3.1876, -0.9052, 2.1493], [2.2047, -0.1337, 3.1701], [1.1994, -1.0746, 3.9986], [0.9870, 0.6364, 1.9943], [2.8186, 1.0907, 4.0152]]}